(1)
ORCA calculation (ωB97M-V/def2-TZVPD) on a structure of composition C31H32F5N3O2PRuSSe2 at a distorted geometry.

Output
HOMO level (spin up / spin down): -0.2741 / -0.2722 Eh
frontier orbital gap (spin up / spin down): 0.2697 / 0.2363 Ha
E_LUMO (spin up / spin down): -0.12 / -0.98 eV
ΔE to the lowest compared entry with this formula, charge and spin: 0.00 kJ/mol

```
! RIJCOSX wB97M-V def2-TZVPD def2/J DEFGRID3
* xyz 0 2
Ru 1.08338 -0.45607 -0.07135
S 1.28460 0.66725 4.29968
C 0.33301 -0.75538 4.20420
C 0.20081 -1.21674 2.92876
C 0.89987 -0.42560 1.96408
C 1.51083 0.63905 2.59015
C 2.09651 1.67399 1.77527
C 2.68250 2.85710 2.22192
C 3.12608 3.77865 1.29550
C 2.97033 3.51325 -0.05974
C 2.39039 2.31961 -0.43608
N 1.98215 1.41127 0.45583
H -0.07322 -1.18737 5.10562
H -0.35761 -2.10553 2.67628
H 2.77275 3.03841 3.28464
H 3.58345 4.70314 1.62403
H 3.28378 4.21839 -0.81557
H 2.22863 2.06396 -1.47380
C -7.17020 2.15745 -1.48266
C -5.73691 1.72771 -1.34543
C -5.34302 0.86753 -0.32907
C -4.02647 0.44901 -0.18878
C -3.69042 -0.49909 0.92893
C -3.07686 0.91616 -1.11876
C -1.67974 0.51120 -1.07055
O -1.17399 -0.12486 -0.14437
C -3.45453 1.79487 -2.15729
C -2.46434 2.33143 -3.15924
C -4.77991 2.18558 -2.24536
H -7.78458 1.75660 -0.67810
H -7.58501 1.81339 -2.43165
H -7.25241 3.24535 -1.46813
H -6.08431 0.50556 0.37445
H -4.59744 -0.76925 1.46846
H -2.98403 -0.05492 1.62987
H -3.21465 -1.40668 0.55654
H -1.06277 0.77743 -1.92771
H -1.58966 2.76440 -2.67283
H -2.93441 3.10310 -3.76703
H -2.10034 1.55227 -3.83270
H -5.07702 2.86435 -3.03730
F 2.79896 -7.96422 0.15672
C 2.20798 -6.77559 0.06434
C 1.90556 -6.24162 -1.17530
F 2.20575 -6.92422 -2.28024
C 1.29258 -5.00279 -1.25636
F 1.01788 -4.53676 -2.47643
C 0.97554 -4.25269 -0.13027
Se -0.06724 -2.64753 -0.26565
C 1.27374 -4.83169 1.09630
F 0.97687 -4.19536 2.23587
C 1.88786 -6.06632 1.20813
F 2.17005 -6.57873 2.40754
C 4.53630 -0.08098 -0.18212
P 3.17819 -1.29541 -0.09872
C 3.68273 -2.26506 1.34858
C 3.55508 -2.30132 -1.55775
H 5.47404 -0.61111 -0.35597
H 4.61362 0.48139 0.74874
H 4.37253 0.61445 -1.00428
H 4.72911 -2.56314 1.26403
H 3.06248 -3.14998 1.45365
H 3.54573 -1.64837 2.23748
H 4.58966 -2.64567 -1.52140
H 3.40400 -1.67741 -2.43901
H 2.88509 -3.15133 -1.63502
Se 0.89399 0.58729 -4.97167
C 1.10904 0.21850 -3.25021
N 1.24073 -0.01955 -2.11394
C -1.27958 4.65704 0.71957
C -0.98389 3.18329 0.60255
N -1.28590 2.42155 1.67918
O -0.47714 2.70060 -0.40184
H -2.05590 4.87485 1.45180
H -1.57309 5.03567 -0.25647
H -0.36207 5.16660 1.01934
H -1.64126 2.82578 2.52604
H -0.99419 1.45386 1.68206
*
```

(2)
ORCA calculation (ωB97M-V/def2-TZVPD) on a structure of composition C31H32F6N3O10PS5SbV at a distorted geometry.

Output
HOMO level (spin up / spin down): -0.4188 / -0.4187 Eh
frontier orbital gap (spin up / spin down): 0.2272 / 0.2465 Ha
E_LUMO (spin up / spin down): -5.21 / -4.68 eV

```
! RIJCOSX wB97M-V def2-TZVPD def2/J DEFGRID3
* xyz 1 2
V -0.84470 0.16514 -0.77640
O 4.10454 0.03603 2.60030
C 2.99022 0.19626 3.29331
O 2.94930 0.14022 4.49191
C 1.72305 0.47230 2.53877
C 0.57122 0.85682 3.20121
N -0.39463 0.98283 2.28578
N 0.05428 0.72316 1.05573
C 1.33770 0.39930 1.19402
C 2.12524 0.01974 -0.01268
O 3.33108 -0.01096 0.02458
O 1.42054 -0.26021 -1.10227
H 3.93810 0.06000 1.63009
H 0.41194 1.03032 4.25139
H -1.34821 1.28235 2.40975
F -3.62647 0.52876 -1.97977
C -2.49036 1.21642 -1.60401
F -2.87804 2.10992 -0.66081
F -2.20816 1.93386 -2.71654
S 0.58906 2.09698 -2.71955
O -0.07414 1.74359 -1.31363
O 2.00184 2.13713 -2.53660
N 0.26023 0.39133 -3.54003
S 0.65386 -2.12097 -1.34305
O -0.16561 -1.74563 -0.13734
O 1.92043 -2.76613 -1.23414
C -0.36129 -3.60435 -1.87293
F -0.14435 -4.59638 -1.02529
F -0.00514 -3.95773 -3.09835
F -1.66656 -3.31666 -1.87495
C -3.60977 0.90751 -5.75567
C -2.48741 -0.02393 -5.35057
C -2.53035 -1.35439 -6.06812
O -1.26482 0.71321 -5.61592
P 0.22468 0.33862 -5.27220
S 0.94764 -1.28014 -5.94882
S -0.52198 -0.85941 -2.86106
O 0.96536 1.70181 -5.48055
C 1.43718 2.17006 -6.79477
C 2.78856 2.80070 -6.55426
C 0.40596 3.11644 -7.36170
H -4.57143 0.43161 -5.56659
H -3.54114 1.13440 -6.81940
H -3.56062 1.83767 -5.19294
H -2.53625 -0.17843 -4.26328
H -2.51009 -1.20832 -7.14820
H -3.46103 -1.85691 -5.80234
H -1.69624 -1.99735 -5.79490
H 1.54395 1.28475 -7.42750
H 2.69147 3.68185 -5.92018
H 3.22500 3.10532 -7.50567
H 3.46262 2.09432 -6.07435
H 0.30514 3.99475 -6.72416
H -0.56608 2.63381 -7.45293
H 0.72337 3.44457 -8.35175
S -2.53332 -0.80047 0.43943
Sb -4.84657 -0.31572 0.50729
C -5.58177 1.61770 0.74760
C -5.76863 2.45734 -0.34885
C -6.32232 3.71202 -0.15094
C -6.68196 4.12256 1.12543
C -6.49840 3.28216 2.21190
C -5.94941 2.02083 2.02809
C -5.72040 -1.23301 -1.14108
C -6.81413 -0.65021 -1.77122
C -7.34854 -1.25867 -2.89882
C -6.79020 -2.43147 -3.38509
C -5.69860 -3.00900 -2.75000
C -5.15415 -2.40928 -1.62487
C -5.34843 -1.42888 2.19554
C -4.80557 -1.11593 3.43947
C -5.13996 -1.88151 4.54448
C -6.00542 -2.95892 4.40388
C -6.53718 -3.27509 3.16407
C -6.21128 -2.51006 2.05209
H -5.48145 2.14853 -1.34384
H -6.46983 4.37167 -0.99496
H -7.11273 5.10372 1.27215
H -6.78803 3.60238 3.20304
H -5.83131 1.36064 2.87859
H -7.25992 0.26074 -1.39000
H -8.20113 -0.81577 -3.39514
H -7.21048 -2.90173 -4.26388
H -5.27006 -3.92623 -3.13030
H -4.29356 -2.85516 -1.14022
H -4.11464 -0.28805 3.55502
H -4.72374 -1.64287 5.51351
H -6.26254 -3.55691 5.26747
H -7.20564 -4.11842 3.05836
H -6.63204 -2.76046 1.08578
*
```

(3)
ORCA calculation (ωB97M-V/def2-TZVPD) on a structure of composition C31H32IN3O13S2Ta at a distorted geometry.

Output
HOMO level: -0.3881 Eh
frontier orbital gap: 0.2624 Ha
E_LUMO: -3.42 eV
ΔE to the lowest compared entry with this formula, charge and spin: 123.19 kJ/mol

```
! RIJCOSX wB97M-V def2-TZVPD def2/J DEFGRID3
* xyz 1 1
Ta -0.28953 0.15589 -1.29555
C 4.12722 0.00249 1.57108
O 2.73623 0.20342 1.41885
C 2.37180 1.53787 1.66500
C 0.87215 1.70443 1.77144
O 0.13099 1.83403 0.52041
C -0.05258 3.21935 0.15531
C 1.00742 3.67181 -0.79947
O 0.96304 2.83117 -1.92376
C 1.85855 3.30056 -2.92228
H 4.45095 0.24273 2.59024
H 4.32777 -1.04807 1.36817
H 4.70095 0.61416 0.86492
H 2.78474 1.85830 2.63324
H 2.78701 2.19915 0.89588
H 0.45339 0.87578 2.32983
H 0.67125 2.61817 2.32928
H -1.03772 3.30526 -0.28639
H -0.02615 3.83013 1.05704
H 0.80054 4.71172 -1.08261
H 2.00672 3.63681 -0.34859
H 1.49769 4.25365 -3.31874
H 2.85931 3.43579 -2.50578
H 1.89656 2.56476 -3.71682
I 0.10691 0.40205 -4.00740
N 3.80839 -6.01277 1.79157
C 3.22213 -5.09623 0.98525
C 3.43502 -5.12575 -0.40351
C 2.83635 -4.19959 -1.22070
C 2.01120 -3.21079 -0.66856
C 1.79581 -3.16477 0.71256
C 2.39051 -4.09697 1.52480
S 1.31762 -2.08103 -1.76854
O 1.68940 -2.47109 -3.08432
O -0.18157 -1.91253 -1.52469
N 1.66868 -0.53929 -1.38067
C 2.97197 -0.04874 -1.52700
S 4.30989 -1.03593 -2.00135
C 5.33743 0.32410 -1.83029
C 4.61168 1.39946 -1.44993
N 3.26441 1.18490 -1.26987
H 4.39003 -6.73744 1.41492
H 3.65138 -6.00773 2.78164
H 4.06810 -5.89288 -0.83134
H 2.99525 -4.23471 -2.28874
H 1.17829 -2.38735 1.13309
H 2.21688 -4.06747 2.59385
H 6.39319 0.25744 -2.03466
H 5.01641 2.38727 -1.28266
O -1.89037 -0.13685 0.20407
C -1.15067 -0.69798 1.06831
O 0.07704 -0.73931 0.75462
C -1.65677 -1.24349 2.32165
C -3.02899 -1.31860 2.52428
C -3.55208 -1.85022 3.70288
C -2.64110 -2.28121 4.63651
O -2.89786 -2.82689 5.84754
C -1.62823 -3.10051 6.45447
O -0.61510 -2.69960 5.52611
C -1.26748 -2.20215 4.43705
C -0.73447 -1.69014 3.29027
H -3.69074 -0.96328 1.74650
H -4.61578 -1.92323 3.87711
H -1.54580 -4.16963 6.64420
H -1.53564 -2.51683 7.36933
H 0.33345 -1.61470 3.13058
O -2.27634 -0.25358 -2.19262
C -2.53922 0.97693 -2.12499
O -1.57109 1.69280 -1.61804
C -3.77000 1.58838 -2.57548
C -4.77302 0.76789 -3.08160
C -5.97519 1.30549 -3.53573
C -6.10185 2.67208 -3.45513
O -7.15866 3.42232 -3.83657
C -6.82323 4.78690 -3.54292
O -5.49790 4.79420 -3.00666
C -5.09754 3.49258 -2.95298
C -3.91378 2.98848 -2.50286
H -4.60618 -0.29974 -3.12105
H -6.76760 0.68869 -3.93405
H -7.52066 5.17300 -2.80052
H -6.84654 5.36554 -4.46465
H -3.12428 3.62111 -2.12380
*
```